# 1
{"formula": "C9H18Br3Cl6O4P", "method": "ωB97M-V with the def2-TZVPD basis set", "elements": ["C", "Br", "Br", "Br", "H", "C", "C", "O", "P", "O", "O", "C", "C", "O", "C", "C", "H", "H", "H", "H", "H", "H", "H", "H", "H", "H", "H", "H", "H", "H", "H", "C", "Cl", "Cl", "Cl", "H", "C", "Cl", "Cl", "Cl", "H"], "xyz": [[-2.182893, 2.826246, 0.294641], [-2.040602, 4.726672, 0.927192], [-3.779841, 2.695558, -0.896978], [-2.147389, 1.347996, 1.731837], [-1.295050, 2.498893, -0.246351], [4.082862, -0.526325, 1.574394], [4.103577, -0.939305, 0.102390], [3.180368, -0.393060, -0.783249], [2.352817, -1.190567, -1.930017], [3.193596, -2.112711, -2.693956], [1.248100, -1.919953, -1.025245], [0.421416, -2.917577, -1.650969], [-0.847477, -2.240905, -2.065984], [1.508627, -0.084319, -2.679175], [2.267112, 0.868587, -3.469887], [1.439592, 1.196871, -4.773531], [3.321509, -1.102381, 2.100333], [5.078281, -0.685972, 1.988813], [3.876258, 0.543670, 1.551650], [5.086308, -0.668525, -0.283646], [4.146010, -2.027864, 0.065625], [0.953551, -3.286192, -2.527919], [0.306905, -3.845369, -1.090434], [-1.394481, -1.745183, -1.264031], [-0.711143, -1.436594, -2.788890], [-1.598004, -2.811576, -2.612926], [2.373818, 1.813928, -2.937869], [3.302430, 0.551689, -3.595534], [1.438049, 0.410165, -5.527975], [0.466180, 1.635725, -4.554516], [1.963173, 1.941017, -5.373700], [-1.123718, -4.890491, 4.316802], [-1.926357, -4.134420, 5.713116], [-1.470820, -6.640124, 4.267958], [0.566305, -4.620328, 4.584877], [-1.532047, -4.423411, 3.420581], [-6.873007, 6.318056, 4.372612], [-8.580938, 5.888671, 4.229903], [-5.990622, 5.172840, 5.377430], [-6.631955, 7.972787, 4.817793], [-6.550502, 6.233780, 3.334833]], "atomic_forces_ev_per_a": [[-0.6, -0.4, 0.5], [0.1, -1.8, -0.3], [1.2, -0.1, 0.9], [-0.3, 1.6, -1.0], [-0.3, 0.7, -0.1], [-0.8, 0.4, -1.2], [2.5, -1.5, 0.3], [-2.2, 0.8, -1.1], [0.6, -0.7, 2.5], [-0.2, 0.3, -0.5], [0.3, -0.1, 0.0], [0.2, -0.1, -1.4], [-1.5, 0.8, -0.6], [0.9, 0.3, 0.1], [-1.1, 1.0, -1.3], [1.7, -0.1, 0.1], [0.1, 0.3, 0.3], [-0.2, -0.1, 0.0], [-0.1, 0.0, 0.6], [0.1, 0.2, -0.1], [-0.5, -0.2, -0.2], [0.0, 0.1, -0.3], [-0.1, 0.6, 0.9], [0.2, -0.3, 0.4], [0.8, 0.1, 0.1], [0.2, -0.9, 0.3], [-0.4, -0.1, 0.5], [-0.2, -0.5, -0.6], [-0.6, -0.6, 0.6], [0.0, -0.5, 0.1], [0.3, 0.5, 0.5], [-0.6, -0.3, 0.8], [-0.6, -0.1, -0.1], [0.0, 0.4, -0.2], [0.8, 0.1, -0.6], [0.4, -0.1, 0.1], [-0.1, -0.6, -1.3], [-0.3, 0.0, 0.4], [-0.1, 0.2, 0.0], [0.0, 0.5, 0.5], [0.4, -0.2, 0.4]], "mulliken_charge": [-0.156, -0.017, -0.011, -0.026, 0.211, -1.099, -0.283, -0.240, 0.706, -0.731, -0.246, -0.316, -0.950, -0.095, -0.304, -1.245, 0.267, 0.354, 0.287, 0.333, 0.342, 0.273, 0.363, 0.270, 0.179, 0.391, 0.280, 0.423, 0.322, 0.286, 0.429, 0.075, -0.130, -0.123, -0.107, 0.285, 0.100, -0.131, -0.114, -0.111, 0.255], "multiplicity": 1}

# 2
{"formula": "BH26O11", "method": "ωB97M-V with the def2-TZVPD basis set", "elements": ["B", "H", "H", "H", "H", "O", "H", "H", "O", "H", "H", "O", "H", "H", "O", "H", "H", "O", "H", "H", "O", "H", "H", "O", "H", "H", "O", "H", "H", "O", "H", "H", "O", "H", "H", "O", "H", "H"], "xyz": [[-65.058976, -5.643525, 7.854498], [-65.450421, -5.756001, 8.915777], [-64.337215, -6.480790, 7.555786], [-65.931120, -5.318171, 7.024077], [-64.415429, -4.624719, 8.000494], [-61.658757, -5.956007, 9.487101], [-62.292925, -5.472983, 9.907249], [-62.238713, -6.789265, 9.500695], [-65.429737, -2.961386, 10.516403], [-65.393089, -2.754617, 9.612499], [-64.586392, -3.668509, 10.682608], [-64.323061, -9.485021, 7.782156], [-64.517181, -8.544884, 7.554495], [-65.236848, -9.848625, 8.007319], [-63.108617, -5.024899, 5.370299], [-63.089662, -5.758966, 4.750903], [-64.018210, -5.099740, 5.663046], [-67.517088, -4.697091, 11.761944], [-67.028504, -4.000709, 11.432322], [-67.349325, -5.362489, 11.143772], [-61.203948, -4.454342, 7.106601], [-61.067199, -5.058237, 7.770113], [-61.901177, -4.696043, 6.688047], [-65.821106, -8.238086, 10.523413], [-66.647442, -8.213510, 10.806139], [-65.630748, -8.593349, 9.609682], [-62.330721, -1.996466, 7.191517], [-61.550935, -1.457578, 6.764571], [-62.149600, -2.965261, 7.256981], [-67.921178, -3.779408, 8.932672], [-68.709268, -4.358958, 8.960468], [-67.131825, -4.326614, 8.726000], [-66.543351, -5.322461, 3.462997], [-66.340237, -4.779054, 4.189137], [-66.672780, -5.027051, 2.572012], [-68.361221, -7.313467, 8.016547], [-67.533106, -7.100948, 7.827782], [-68.688539, -7.592180, 7.173103]], "atomic_forces_ev_per_a": [[-0.5, 2.2, -1.0], [-1.3, -0.7, 1.9], [1.0, -1.6, -0.7], [0.0, -0.5, 0.0], [0.5, 0.3, -0.3], [0.8, -4.4, -1.2], [-2.5, 3.3, 1.8], [1.7, 1.1, -0.6], [3.5, -3.3, 3.3], [0.2, 0.2, -2.2], [-3.7, 3.1, -1.1], [-2.3, 0.1, 0.4], [0.3, -0.5, 0.1], [1.9, 0.6, -0.6], [-0.3, -0.3, -0.8], [0.5, -0.1, -0.2], [-0.5, 0.3, 0.9], [-2.0, -1.1, 2.8], [1.7, 2.8, -1.2], [0.3, -1.7, -1.5], [7.2, 4.7, 2.0], [0.4, -2.2, 2.7], [-7.3, -2.9, -4.7], [7.1, -0.6, -2.7], [-5.9, -0.1, 1.0], [-1.0, 0.8, 1.8], [1.4, 1.9, -0.9], [-2.2, -2.4, 1.3], [0.8, 1.1, -0.3], [-0.2, -0.3, -0.2], [1.0, 0.2, -0.1], [-0.8, 0.1, 0.0], [-0.5, -3.1, -0.7], [0.3, 1.8, 0.6], [0.2, 1.2, 0.2], [-5.4, -1.5, 1.6], [6.2, 2.0, -0.9], [-0.6, -0.3, -0.6]], "mulliken_charge": [0.643, -0.213, -0.435, -0.318, -0.242, -0.670, 0.283, 0.329, -0.679, 0.281, 0.338, -0.688, 0.284, 0.311, -0.688, 0.294, 0.199, -0.643, 0.387, 0.269, -0.657, 0.367, 0.358, -0.555, 0.269, 0.250, -0.702, 0.278, 0.446, -0.637, 0.299, 0.305, -0.641, 0.330, 0.297, -0.610, 0.287, 0.275], "multiplicity": 1, "relative_energy_ev": 3.6063, "total_charge": -1}

# 3
{"formula": "C16H31Cl8NOP", "method": "ωB97M-V with the def2-TZVPD basis set", "elements": ["C", "C", "P", "C", "C", "C", "C", "N", "C", "C", "O", "H", "H", "H", "H", "H", "H", "H", "H", "H", "H", "H", "H", "H", "H", "H", "Cl", "C", "C", "Cl", "H", "H", "H", "H", "Cl", "C", "C", "Cl", "H", "H", "H", "H", "Cl", "C", "C", "Cl", "H", "H", "H", "H", "Cl", "C", "C", "Cl", "H", "H", "H", "H"], "xyz": [[0.916041, -5.870224, 3.565081], [1.359826, -5.049386, 2.809046], [1.974794, -3.780582, 1.822949], [1.950695, -2.210464, 2.718997], [1.223646, -1.088947, 1.952698], [-0.272986, -0.975153, 2.293192], [-1.024475, -2.312042, 2.321885], [-1.387574, -2.700832, 3.691189], [-2.393948, -3.708381, 3.831301], [-2.675560, -4.687660, 2.713124], [-2.982674, -3.804728, 4.872344], [0.315035, -6.532948, 4.149545], [1.168122, -3.694230, 0.686473], [3.264585, -4.140257, 1.434040], [3.001929, -1.932171, 2.826562], [1.581234, -2.351597, 3.732481], [1.697208, -0.155735, 2.252788], [1.413686, -1.160979, 0.880341], [-0.384883, -0.462096, 3.245288], [-0.719926, -0.348593, 1.524538], [-0.473441, -3.107231, 1.809460], [-1.959282, -2.196802, 1.778335], [-0.577270, -3.021881, 4.210736], [-3.745461, -4.871859, 2.679154], [-2.176207, -5.622647, 2.963196], [-2.356875, -4.369805, 1.724462], [-0.514868, -2.715324, -1.151058], [0.678485, -3.071437, -2.434989], [0.676252, -4.533172, -2.792503], [1.311371, -5.526297, -1.445910], [1.657309, -2.759117, -2.079314], [0.412228, -2.463366, -3.296674], [1.322969, -4.704959, -3.650310], [-0.322450, -4.889805, -3.027707], [3.875033, 2.062122, 2.057841], [3.030661, 3.470940, 1.345612], [1.586643, 3.526471, 1.759723], [0.650962, 2.180409, 1.046366], [3.133364, 3.406382, 0.265792], [3.547445, 4.362876, 1.694907], [1.137909, 4.453712, 1.404257], [1.478056, 3.467256, 2.839590], [1.442211, 6.284132, -0.192266], [0.073086, 7.085693, -1.020473], [-0.539259, 6.205581, -2.077386], [0.562255, 5.964070, -3.458141], [0.443818, 8.017029, -1.438997], [-0.667684, 7.314376, -0.256954], [-1.439493, 6.674120, -2.466721], [-0.800202, 5.227237, -1.682764], [-2.876882, 4.998436, -4.322816], [-1.987609, 3.927129, -5.436741], [-2.652355, 3.833040, -6.784959], [-4.206808, 2.965218, -6.706348], [-1.908893, 2.950960, -4.965417], [-0.988689, 4.347002, -5.544045], [-2.010820, 3.278431, -7.467373], [-2.840266, 4.818085, -7.203435]], "atomic_forces_ev_per_a": [[-0.6, 0.3, -0.3], [0.2, -0.3, 0.1], [-0.3, 0.2, 0.4], [0.6, 0.3, -0.3], [-0.2, 0.3, 0.5], [0.4, -0.4, -0.6], [-0.3, 0.2, 0.5], [0.1, -0.6, -0.7], [-0.2, 0.1, 0.2], [-0.2, 0.3, -0.3], [0.2, -0.1, 0.2], [0.4, -0.2, 0.2], [0.2, -0.1, -0.2], [0.0, 0.0, -0.1], [0.1, -0.1, 0.0], [-0.2, -0.2, 0.0], [0.1, 0.0, -0.1], [-0.1, -0.2, -0.1], [-0.1, 0.0, 0.1], [-0.1, 0.2, 0.1], [0.0, 0.0, -0.2], [0.0, 0.0, -0.1], [-0.1, 0.4, 0.4], [0.0, -0.1, 0.1], [0.0, -0.1, 0.0], [0.1, 0.0, 0.0], [0.1, 0.1, 0.1], [0.1, 0.0, -0.1], [0.0, 0.0, -0.1], [0.0, -0.1, 0.0], [0.0, 0.0, 0.0], [-0.1, 0.0, 0.0], [0.1, 0.0, 0.0], [0.0, 0.0, 0.1], [0.0, 0.0, 0.0], [0.0, 0.1, -0.1], [0.0, 0.1, 0.1], [-0.1, 0.0, 0.0], [0.0, 0.0, 0.0], [0.0, 0.0, 0.1], [0.0, -0.2, 0.0], [0.0, -0.1, 0.0], [0.1, 0.2, -0.1], [-0.1, 0.1, 0.0], [0.0, 0.0, 0.0], [0.0, 0.0, 0.0], [0.1, 0.0, 0.0], [0.0, 0.0, 0.0], [0.0, 0.0, 0.0], [0.0, 0.0, 0.0], [-0.1, 0.0, 0.0], [0.2, 0.0, 0.0], [0.0, 0.0, -0.1], [0.0, 0.0, 0.0], [-0.1, 0.0, 0.0], [0.0, 0.0, 0.0], [0.0, 0.0, 0.0], [0.0, 0.0, 0.0]], "mulliken_charge": [0.587, -0.789, 0.228, -0.695, -0.286, -0.645, -0.748, -0.202, 0.461, -0.745, -0.539, 0.449, -0.069, 0.208, 0.553, 0.397, 0.144, 0.202, 0.293, 0.345, 0.106, 0.632, 0.272, 0.324, 0.171, 0.226, -0.133, -0.590, -0.374, -0.168, 0.294, 0.423, 0.333, 0.326, -0.200, -0.449, -0.333, -0.168, 0.322, 0.356, 0.157, 0.327, -0.194, -0.574, -0.395, -0.188, 0.401, 0.322, 0.278, 0.352, -0.191, -0.342, -0.472, -0.183, 0.312, 0.236, 0.306, 0.332], "multiplicity": 1, "total_charge": 1}

no.,DFT total energy (eV)
1,-312366.635
2,-23619.439
3,-130092.638